# 1
Below is a molecular structure, C25H43BN7OPdS3, with properties calculated with ωB97M-V/def2-TZVPD.

Geometry as XYZ:
```
81
Properties=species:S:1:pos:R:3:lowdin_spin:R:1
Pd 0.71750 -0.19144 0.10915 1.24
C -2.91337 3.67847 0.45165 0.01
C -3.86687 2.70068 1.12210 0.00
C -5.30444 3.07701 0.74874 0.00
C -3.66089 2.71751 2.63804 0.00
N -3.65367 1.24772 0.67201 0.08
C -4.56042 0.31206 1.00186 0.16
C -4.14845 -0.89893 0.47382 0.17
N -2.96362 -0.71770 -0.12797 0.06
B -2.32589 -1.92346 -0.91967 0.01
N -1.61776 -1.40769 -2.22818 0.05
C -2.41333 -1.01769 -3.25801 0.10
C -1.61278 -0.64819 -4.30032 0.09
N -0.31849 -0.82193 -3.92209 0.06
C -0.32147 -1.28083 -2.63524 0.03
S 1.00702 -1.73106 -1.66263 0.50
C 0.79502 -0.48923 -4.92032 0.00
C 0.57041 0.96222 -5.36295 0.00
C 2.19201 -0.61971 -4.33258 0.01
C 0.63871 -1.46251 -6.08998 0.00
N -1.46689 -2.87058 -0.04139 0.02
C -1.30641 -4.16743 -0.45314 0.05
C -0.50438 -4.78984 0.44140 0.04
N -0.15787 -3.87942 1.40798 0.04
C -0.73939 -2.69417 1.09126 0.02
S -0.62097 -1.16824 1.88958 0.40
C 0.78756 -4.31949 2.52502 0.00
C 2.14745 -4.56673 1.86822 0.00
C 0.93651 -3.29408 3.63993 0.01
C 0.21113 -5.60808 3.11971 0.00
C -2.62340 0.60984 0.00839 0.08
S -1.20033 1.31511 -0.55846 0.56
H -3.23569 4.68112 0.72829 0.00
H -2.94719 3.61766 -0.63689 0.00
H -1.88785 3.56761 0.80140 0.00
H -5.45304 4.13186 0.97155 0.00
H -6.04924 2.52486 1.32248 0.00
H -5.49144 2.92848 -0.31690 0.00
H -3.81991 3.73141 3.00405 0.00
H -2.64342 2.41602 2.89750 0.00
H -4.36645 2.06190 3.15272 0.00
H -5.45284 0.53375 1.56311 0.01
H -4.65276 -1.85436 0.48099 0.01
H -3.24933 -2.58015 -1.30141 0.00
H -3.49161 -1.06236 -3.20707 0.00
H -1.89403 -0.30142 -5.28006 0.00
H 0.52367 1.63204 -4.50103 0.00
H -0.33688 1.08291 -5.95576 0.00
H 1.40615 1.27262 -5.98723 0.00
H 2.34041 0.03347 -3.47244 0.00
H 2.89086 -0.30337 -5.10492 0.00
H 2.44252 -1.64627 -4.06961 0.00
H -0.32715 -1.35751 -6.58670 0.00
H 0.75386 -2.49671 -5.76027 0.00
H 1.41331 -1.25205 -6.82692 0.00
H -1.79183 -4.56061 -1.33298 0.00
H -0.17382 -5.81327 0.45823 0.00
H 2.51248 -3.65749 1.38373 0.00
H 2.10717 -5.36671 1.12691 0.00
H 2.86544 -4.85852 2.63406 0.00
H 1.46618 -2.40115 3.32029 0.00
H 1.52977 -3.76028 4.42518 0.00
H -0.02164 -3.01801 4.08359 0.00
H 0.22323 -6.44059 2.41679 0.00
H -0.81136 -5.45535 3.47016 0.00
H 0.81861 -5.90184 3.97394 0.00
C 5.44032 2.19623 1.51385 0.00
N 3.98534 2.27747 1.30760 0.01
C 3.28523 3.55095 1.53154 0.00
C 3.27955 1.23300 0.94130 0.01
C 3.97155 -0.08896 0.74703 0.01
O 2.02629 1.37230 0.76648 0.11
H 5.83096 3.19887 1.64164 0.00
H 5.93665 1.74768 0.65551 0.00
H 5.68705 1.62166 2.40706 0.00
H 4.00107 4.29737 1.85717 0.00
H 2.52007 3.43269 2.29681 0.00
H 2.80428 3.89079 0.61602 0.00
H 4.65170 -0.30846 1.56858 0.00
H 4.55408 -0.08866 -0.17633 0.00
H 3.23022 -0.88089 0.69231 0.01
```

multiplicity = 5
net charge = +3
frontier orbital gap (spin up / spin down) = 0.338 / 0.186 Ha
HOMO level (spin up / spin down) = -16.597 / -16.752 eV
lowest unoccupied orbital energy (spin up / spin down) = -7.406 / -11.680 eV
E = -2783.4245 a.u.



# 2
Below is a molecular structure, C25H43Cl2EuN6O4Si, with properties calculated with ωB97M-V/def2-TZVPD.

Geometry as XYZ:
```
82
Properties=species:S:1:pos:R:3:lowdin_spin:R:1
C -2.23481 -0.41769 -4.99021 0.00
C -1.41409 -1.12880 -3.96628 0.00
H -2.40527 -1.05439 -5.86170 0.00
H -1.71510 0.48941 -5.35201 0.00
H -3.21133 -0.10697 -4.58721 0.00
C -0.44872 -1.99415 -4.34003 0.00
C -0.20528 -2.43605 -5.74564 0.00
H 0.18043 -2.47770 -3.58444 0.00
H 0.30148 -1.63520 -6.33345 0.00
H -1.12148 -2.70734 -6.30476 0.00
H 0.46786 -3.30425 -5.76455 0.00
Eu 1.48434 1.30020 1.90082 6.07
Cl 1.58369 3.76905 0.93386 -0.02
C 0.36005 -1.66646 2.74437 0.00
O 1.46134 -1.04884 2.79468 -0.01
N 0.21604 -2.91350 3.15135 0.00
C 1.42709 -3.61727 3.49734 0.00
C -1.07478 -3.57568 3.30796 0.00
H -0.58511 -1.22404 2.37763 0.00
H 2.21146 -2.86817 3.62546 0.00
H 1.70558 -4.30168 2.68652 0.00
H 1.24258 -4.17120 4.41621 0.00
H -1.88007 -2.82941 3.36223 0.00
H -1.04358 -4.15323 4.23989 0.00
H -1.28337 -4.25457 2.46745 0.00
H -0.20578 2.65650 7.08265 0.00
H -1.46107 4.76074 5.67828 0.00
C 0.66714 3.12534 6.61419 0.00
C -0.45205 4.91347 5.29021 0.00
N 0.32668 3.68463 5.31784 0.00
H 1.45169 2.38188 6.46312 0.00
C 0.84532 3.12146 4.21481 0.00
O 1.66155 2.15627 4.21426 -0.01
H -0.51661 5.24612 4.25239 0.00
H 0.48213 3.56442 3.27762 0.00
H 1.02654 3.92203 7.28014 0.00
H 0.02793 5.69333 5.88538 0.00
H 2.48603 0.71529 -3.15461 0.00
H 2.39667 -2.12155 -3.16710 0.00
C 3.41209 0.44747 -2.63097 0.00
C 3.25313 -2.01874 -2.47893 0.00
N 3.19768 -0.72688 -1.79820 0.00
H 3.73099 1.28697 -2.00779 0.00
C 3.04933 -0.59550 -0.46982 0.00
O 3.10318 0.50621 0.12610 -0.01
H 3.23046 -2.83906 -1.74950 0.00
H 2.84696 -1.52500 0.08847 0.00
H 4.16918 0.20508 -3.37887 0.00
H 4.17051 -2.07360 -3.07882 0.00
O -0.91585 0.62222 -2.46307 0.00
C -1.60835 -0.61047 -2.54839 0.00
C 0.13370 -1.99034 -1.25326 0.00
C -1.19575 -1.69486 -1.56398 0.00
H 0.91768 -1.29839 -1.58399 0.00
C 0.45993 -3.17211 -0.56112 0.00
H -2.67522 -0.43322 -2.36928 0.00
C -2.20633 -2.45519 -0.99781 0.00
H 1.50314 -3.36942 -0.29641 0.00
C -0.56062 -4.03436 -0.16005 0.00
C -1.90231 -3.65955 -0.35658 0.00
H -3.24471 -2.14200 -1.12901 0.00
H -0.31671 -4.99095 0.30869 0.00
H -2.70780 -4.31547 -0.01533 0.00
Si -0.95922 2.22213 -2.78667 0.00
Cl 0.04164 -0.19802 0.57748 -0.02
C 0.87980 2.72038 -2.69297 0.00
C -1.58170 3.09254 -1.21285 0.00
C -2.03457 2.80806 -4.14642 0.00
H 1.33927 2.08245 -1.91242 0.00
H 1.05051 3.75228 -2.36086 0.00
H 1.42454 2.58231 -3.62325 0.00
H -1.52140 2.86890 -5.09444 0.00
H -2.39757 3.81883 -3.91879 0.00
H -2.89057 2.15264 -4.28621 0.00
H -1.77312 2.31798 -0.43838 0.00
H -2.52658 3.60687 -1.44653 0.00
H -0.88522 3.81503 -0.78149 0.00
N -0.91413 1.54558 2.77151 -0.01
C -1.76757 1.24008 3.52395 0.00
N -2.71101 0.93514 4.37218 0.00
C -2.71413 1.67034 5.46962 0.00
N -2.65831 2.35158 6.42973 0.00
```

multiplicity = 7
ΔE to the lowest compared entry with this formula, charge and spin = 23.39 kcal per mole
net charge = 0
frontier orbital gap (spin up / spin down) = 0.259 / 0.310 Ha
HOMO level (spin up / spin down) = -8.250 / -8.258 eV
lowest unoccupied orbital energy (spin up / spin down) = -1.189 / 0.181 eV
E = -3528.2620 a.u.



# 3
Below is a molecular structure, C25H43Cl3N5NdO4Si, with properties calculated with ωB97M-V/def2-TZVPD.

Geometry as XYZ:
```
82
Properties=species:S:1:pos:R:3:lowdin_spin:R:1
C -3.68145 -2.84430 -3.99145 0.00
C -2.35558 -2.91813 -3.26698 0.00
H -3.81147 -3.67256 -4.70353 0.00
H -3.71358 -1.92704 -4.59251 0.00
H -4.54225 -2.87224 -3.31262 0.00
C -1.41290 -3.71522 -3.80974 0.00
C -1.57893 -4.61635 -5.00925 0.00
H -0.39358 -3.79954 -3.42660 0.00
H -1.66433 -4.09098 -5.97416 0.00
H -2.40205 -5.34857 -4.93502 0.00
H -0.63505 -5.18266 -5.05186 0.00
Nd -0.06494 1.60563 2.00502 3.03
Cl -1.91046 0.05457 3.17598 -0.01
Cl -0.36853 3.87476 0.49041 -0.01
C 1.56594 -1.06276 3.02438 0.00
O 1.74114 0.04176 2.44756 0.00
N 2.55972 -1.94189 3.14577 0.00
C 3.81995 -1.69173 2.44863 0.00
C 2.42348 -3.16231 3.92189 0.00
H 0.58356 -1.34579 3.46537 0.00
H 3.95083 -0.62141 2.24949 0.00
H 3.82377 -2.22658 1.48833 0.00
H 4.63312 -2.06598 3.07480 0.00
H 1.53662 -3.07426 4.55677 0.00
H 3.31281 -3.31062 4.54208 0.00
H 2.29805 -4.03965 3.28067 0.00
H 0.00468 1.63856 -2.72535 0.00
H 1.20885 -0.40924 -3.57106 0.00
C 1.00569 2.05125 -2.53497 0.00
C 2.15858 -0.04085 -3.13490 0.00
N 1.91588 0.98393 -2.11734 0.00
H 0.93250 2.81750 -1.75939 0.00
C 2.46638 0.91347 -0.88132 0.00
O 2.15982 1.63415 0.08930 0.00
H 2.70597 -0.88087 -2.69043 0.00
H 3.24298 0.11879 -0.79464 0.00
H 1.38297 2.47737 -3.47735 0.00
H 2.75868 0.35275 -3.97451 0.00
O -2.01448 -0.72934 -2.09171 0.00
C -2.16967 -2.13628 -1.89954 0.00
C 0.32007 -2.50243 -1.83591 0.00
C -0.91058 -2.57804 -1.15617 0.00
H 0.31128 -1.94474 -2.79576 0.00
C 1.46254 -3.08889 -1.27222 0.00
H -3.07132 -2.22896 -1.25544 0.00
C -0.88266 -2.83025 0.23990 0.00
H 2.40856 -3.09754 -1.83164 0.00
C 1.38951 -3.64933 0.02089 0.00
C 0.24300 -3.45410 0.79698 0.00
H -1.66056 -2.39682 0.88299 0.00
H 2.23186 -4.21843 0.46296 0.00
H 0.23575 -3.72500 1.85519 0.00
Si -3.08622 0.44153 -1.81554 0.00
Cl -0.10563 -0.12100 0.25764 -0.01
C -2.36346 1.95032 -2.56029 0.00
C -3.45127 1.29747 -0.15630 0.00
C -4.69446 -0.26705 -2.14800 0.00
H -1.65674 2.48396 -1.89349 0.00
H -3.30384 2.52648 -2.63139 0.00
H -1.91969 1.75785 -3.55211 0.00
H -4.65849 -0.50472 -3.20082 0.00
H -5.44718 0.47431 -1.85977 0.00
H -4.80484 -1.18074 -1.57611 0.00
H -2.77135 2.15078 -0.02970 0.00
H -3.49288 0.74352 0.78453 0.00
H -4.45308 1.69965 -0.38956 0.00
C -0.56115 5.28744 5.36023 0.00
N 0.63431 4.80082 4.66580 0.00
C 1.77901 5.53170 4.56943 0.00
C 2.82723 5.12632 3.77400 0.00
C 2.61488 3.98829 2.95149 0.00
N 1.51570 3.24093 3.13754 0.00
C 0.51013 3.64250 3.95745 0.00
O -0.56403 2.97457 4.03846 0.00
N 3.46044 3.58151 1.98994 0.00
H -0.28358 6.12462 5.99366 0.00
H -1.01880 4.49685 5.96171 0.00
H -1.29773 5.61809 4.62129 0.00
H 1.73917 6.43631 5.16659 0.00
H 3.77517 5.65850 3.66223 0.00
H 4.30455 4.09516 1.77689 0.00
H 3.22365 2.82126 1.35222 0.00
```

multiplicity = 4
ΔE to the lowest compared entry with this formula, charge and spin = 0.00 kcal per mole
net charge = 0
frontier orbital gap (spin up / spin down) = 0.287 / 0.287 Ha
HOMO level (spin up / spin down) = -7.835 / -7.836 eV
lowest unoccupied orbital energy (spin up / spin down) = -0.035 / -0.036 eV
E = -3784.9131 a.u.